(1)
{"formula": "C21H39Cl6FO18", "method": "wB97M-V/def2-TZVPD", "e_tot_ha": -5038.446724, "homo_energy_ev": [-12.499, -12.499], "gap_ev": [9.85, 2.56], "charge": 1, "multiplicity": 2, "symbols": ["C", "O", "C", "O", "O", "C", "H", "H", "H", "H", "H", "H", "C", "O", "C", "O", "O", "C", "H", "H", "H", "H", "H", "H", "C", "O", "C", "O", "O", "C", "H", "H", "H", "H", "H", "H", "C", "O", "C", "O", "O", "C", "H", "H", "H", "H", "H", "H", "C", "O", "C", "O", "O", "C", "H", "H", "H", "H", "H", "H", "C", "C", "O", "C", "O", "O", "F", "H", "H", "H", "C", "Cl", "Cl", "H", "H", "C", "Cl", "Cl", "H", "H", "C", "Cl", "Cl", "H", "H"], "coordinates": [[-1.24095, -6.76273, 1.29485], [-0.10802, -6.66033, 2.16331], [0.14334, -5.48029, 2.92700], [-0.69394, -4.60997, 3.11904], [1.39239, -5.49348, 3.33237], [1.95297, -4.62297, 4.28047], [-2.14668, -6.69480, 1.89745], [-1.35019, -7.67642, 0.71060], [-1.28263, -5.94195, 0.57884], [2.77471, -5.12828, 4.78791], [1.04916, -4.59915, 4.88929], [2.08721, -3.61095, 3.89851], [1.07630, -2.27607, 0.89002], [0.92461, -1.02146, 1.49071], [0.36150, -0.05957, 0.93278], [-0.18732, -0.05845, -0.16864], [0.55141, 1.07090, 1.69409], [0.01500, 2.36933, 1.20992], [0.98487, -2.42987, -0.18519], [0.46846, -2.92589, 1.51958], [2.11312, -2.51436, 1.12731], [-0.07317, 3.11699, 1.99817], [-0.90698, 2.26482, 0.63797], [0.75109, 2.73712, 0.49507], [2.71700, -3.23956, -3.83081], [3.15982, -3.16286, -2.48341], [3.28005, -4.23357, -1.66098], [2.97645, -5.38776, -1.95588], [3.85209, -3.79720, -0.49026], [4.08833, -4.67175, 0.55014], [2.71087, -2.32986, -4.43124], [1.71858, -3.66331, -3.72265], [3.28638, -3.99289, -4.37523], [3.26736, -5.30375, 0.88877], [4.42285, -4.18613, 1.46687], [4.89093, -5.33438, 0.22638], [5.06646, 0.36644, -5.78553], [4.64779, 0.23149, -4.44324], [3.36479, 0.34317, -4.11050], [2.38414, 0.44404, -4.87743], [3.32861, 0.39752, -2.72691], [2.09862, 0.27940, -2.07365], [5.00783, -0.64782, -6.18046], [6.15428, 0.42877, -5.75591], [4.51201, 1.11590, -6.35033], [2.26033, -0.19594, -1.10618], [1.37308, -0.28367, -2.66071], [1.60193, 1.24952, -2.05778], [-2.69384, 2.16841, 3.85441], [-3.69360, 3.16734, 3.61173], [-3.50855, 4.47298, 3.29798], [-2.40789, 5.04934, 3.27458], [-4.70549, 4.91272, 2.99798], [-4.88985, 6.05097, 2.21231], [-2.28420, 2.40538, 4.83632], [-1.97170, 2.01057, 3.05334], [-3.31661, 1.27414, 3.83154], [-5.97043, 6.16528, 2.12642], [-4.46025, 5.97081, 1.21376], [-4.48127, 6.93219, 2.70692], [-5.72686, 1.80457, -0.21765], [-4.38235, 1.29897, 0.30972], [-3.43301, 1.95943, -0.53241], [-4.05341, 2.12563, -1.69666], [-3.39754, 2.33958, -2.70278], [-5.39487, 1.93692, -1.56019], [-4.22774, -0.03244, 0.16484], [-5.93869, 2.75420, 0.27371], [-6.60782, 1.19413, -0.01918], [-4.30492, 1.62102, 1.34817], [-1.89832, 6.49725, -0.44914], [-1.47605, 7.26512, 1.09608], [-2.23928, 4.77413, -0.16309], [-2.74390, 7.02138, -0.89456], [-1.04884, 6.60106, -1.12420], [4.77985, 3.35882, 0.79843], [3.23260, 3.42595, 0.00702], [5.37471, 5.06638, 1.01018], [4.74254, 2.79128, 1.72828], [5.41248, 2.86996, 0.05756], [-2.59173, -0.96701, -2.27617], [-4.29654, -1.27769, -2.71153], [-1.61760, -0.34552, -3.59437], [-2.43672, -0.18016, -1.53796], [-2.16919, -1.90108, -1.90593]]}

---

(2)
{"formula": "C21H39IO9", "method": "wB97M-V/def2-TZVPD", "e_tot_ha": -1798.017105, "homo_energy_ev": -9.113, "smiles": "CCC1=C([C@@H](I)CC)C(=O)OC1=O.COCCOCCOC.COCCOCCOC", "gap_ev": 7.82, "symbols": ["C", "C", "C", "C", "C", "I", "C", "C", "C", "O", "O", "C", "O", "H", "H", "H", "H", "H", "H", "H", "H", "H", "H", "H", "C", "O", "C", "C", "O", "C", "C", "O", "C", "H", "H", "H", "H", "H", "H", "H", "H", "H", "H", "H", "H", "H", "H", "C", "O", "C", "C", "O", "C", "C", "O", "C", "H", "H", "H", "H", "H", "H", "H", "H", "H", "H", "H", "H", "H", "H"], "coordinates": [[1.64314, 0.22234, 2.54786], [1.06648, -0.92476, 1.55719], [-0.35487, -1.51756, 2.08447], [-1.77500, -1.07103, 1.76888], [-2.10949, 0.34166, 0.96470], [-3.96126, 0.43606, -0.13500], [-1.97572, 1.46884, 2.20214], [-3.28953, 2.38099, 2.46527], [-2.75667, -2.27087, 2.31292], [-4.05007, -2.54776, 1.99412], [-1.83200, -3.37109, 2.72255], [-0.67200, -2.67839, 3.23890], [-0.15551, -2.61926, 4.49723], [2.79531, 0.08617, 2.63412], [1.13496, -0.01161, 3.60049], [1.26355, 1.26110, 2.18872], [0.97066, -0.62354, 0.41183], [1.85253, -1.82134, 1.51560], [-1.18332, 0.56968, 0.27752], [-1.07912, 2.22303, 1.99785], [-1.71186, 0.95911, 3.24381], [-3.38217, 3.26519, 1.67838], [-4.31252, 1.79720, 2.59419], [-3.14961, 2.94123, 3.48607], [-1.92293, -6.41816, 0.64014], [-1.66664, -6.02498, -0.69899], [-2.16907, -4.72829, -1.00951], [-1.17163, -3.94198, -1.86825], [0.00671, -3.51525, -1.17251], [0.93722, -4.54061, -0.79633], [1.63720, -5.22906, -1.97248], [0.74534, -6.11662, -2.64542], [0.91371, -6.12024, -4.04996], [-2.97093, -6.70114, 0.75364], [-1.29206, -7.28185, 0.86807], [-1.66365, -5.61915, 1.34347], [-2.38785, -4.15726, -0.09983], [-3.10046, -4.86518, -1.56803], [-1.66866, -3.02017, -2.19139], [-0.91287, -4.47814, -2.78073], [0.46848, -5.26200, -0.12505], [1.70553, -4.02980, -0.20388], [2.47554, -5.82706, -1.60102], [2.02463, -4.46607, -2.65665], [0.93344, -5.09941, -4.45123], [0.05803, -6.63753, -4.49439], [1.83296, -6.65181, -4.32015], [2.90849, 7.81812, -0.12348], [2.77567, 6.52226, -0.68619], [3.26515, 5.48827, 0.16325], [2.33450, 4.27008, 0.14095], [1.07919, 4.46714, 0.80429], [0.14876, 5.35475, 0.16774], [-0.40716, 4.84600, -1.16621], [0.57567, 4.94277, -2.19611], [0.54951, 3.85365, -3.09846], [3.94827, 8.14551, -0.17770], [2.28578, 8.50605, -0.70216], [2.55449, 7.83736, 0.91317], [3.37307, 5.83873, 1.19620], [4.25185, 5.19859, -0.21184], [2.83183, 3.46420, 0.69268], [2.18598, 3.89303, -0.87039], [0.57044, 6.35694, 0.07532], [-0.69109, 5.44241, 0.86715], [-1.25908, 5.46379, -1.46780], [-0.74800, 3.81213, -1.04261], [0.53765, 2.89500, -2.56520], [1.46158, 3.88913, -3.70191], [-0.32051, 3.93041, -3.76009]]}